No. 1
This record from the Open Molecules 2025 dataset describes 10 unconnected molecules or ions with the total composition C34H74N6O10. The level of theory is ωB97M-V/def2-TZVPD.

Last column: Mulliken charge in e.
Positions of all 124 atoms, in Å:
C1 -1.745 -2.569 0.399  -0.69
N1 -1.511 -1.538 -0.573  0.58
C2 -0.138 -1.505 -1.067  0.17
C3 -2.387 -0.671 -1.138  -0.16
O1 -2.086 0.235 -1.912  -0.46
H1 -1.462 -3.540 0.087  -0.05
H2 -2.852 -2.645 0.662  0.33
H3 -1.060 -2.334 1.143  0.39
H4 0.068 -0.403 -1.075  -0.20
H5 0.505 -2.113 -0.443  -0.31
H6 -0.152 -1.748 -2.125  0.08
H7 -3.462 -0.724 -0.760  0.23
C4 0.999 -4.531 6.356  -0.86
N2 0.367 -4.419 5.064  0.15
C5 0.054 -3.071 4.640  -0.77
C6 0.338 -5.473 4.217  0.13
O2 -0.171 -5.338 3.104  -0.55
H8 1.158 -5.595 6.649  0.30
H9 0.354 -4.156 7.167  0.30
H10 1.928 -3.961 6.405  0.30
H11 1.017 -2.642 4.272  0.23
H12 -0.699 -3.075 3.829  0.13
H13 -0.310 -2.588 5.478  0.40
H14 0.661 -6.399 4.694  0.30
C7 1.246 1.606 -2.052  -1.23
N3 1.183 1.949 -0.615  0.48
C8 2.380 2.271 0.154  -0.81
C9 -0.050 2.395 -0.211  -0.02
O3 -0.126 2.949 0.880  -0.67
H15 0.270 1.498 -2.394  0.15
H16 1.702 0.618 -2.459  0.41
H17 1.636 2.409 -2.714  0.42
H18 3.258 2.035 -0.487  0.39
H19 2.443 3.343 0.394  0.39
H20 2.565 1.664 1.031  -0.06
H21 -0.818 2.174 -0.936  0.45
C10 2.921 3.849 4.941  -0.81
N4 1.545 4.041 5.220  0.16
C11 0.725 4.748 4.193  -0.88
C12 0.909 3.443 6.238  0.14
O4 -0.289 3.541 6.492  -0.60
H22 3.089 3.169 4.147  0.30
H23 3.452 3.452 5.862  0.28
H24 3.432 4.783 4.636  0.29
H25 -0.204 5.169 4.562  0.29
H26 1.363 5.565 3.843  0.32
H27 0.359 4.080 3.366  0.28
H28 1.598 2.871 6.891  0.26
C13 -0.757 -6.412 0.079  -0.95
N5 -0.007 -5.348 -0.515  0.31
C14 -0.197 -5.046 -1.873  -0.60
C15 1.020 -4.855 0.159  -0.01
O5 1.857 -4.059 -0.215  -0.55
H29 -1.758 -6.150 0.422  0.25
H30 -0.154 -6.842 0.897  0.34
H31 -0.907 -7.311 -0.558  0.35
H32 0.275 -4.110 -2.036  -0.09
H33 0.223 -5.697 -2.620  0.34
H34 -1.223 -4.902 -2.072  0.40
H35 1.110 -5.329 1.151  0.24
C16 -0.399 0.475 -5.513  -0.94
N6 -1.371 1.590 -5.658  0.13
C17 -2.733 1.404 -5.128  -1.00
C18 -0.978 2.908 -5.841  0.09
O6 -1.695 3.918 -5.819  -0.59
H36 -0.918 -0.416 -5.840  0.27
H37 -0.133 0.464 -4.451  0.23
H38 0.355 0.618 -6.287  0.47
H39 -3.323 2.274 -5.352  0.35
H40 -3.188 0.561 -5.554  0.36
H41 -2.790 1.206 -4.063  0.31
H42 0.075 2.923 -6.141  0.31
C19 -4.832 5.617 -3.313  -0.21
C20 -3.634 5.642 -2.449  -0.01
C21 -3.040 6.993 -2.672  -0.71
O7 -4.041 7.831 -3.244  -0.40
C22 -4.827 6.955 -3.979  -0.49
H43 -5.733 5.542 -2.721  0.31
H44 -4.706 4.766 -4.087  0.02
H45 -2.760 4.987 -2.696  0.06
H46 -4.020 5.457 -1.405  0.20
H47 -2.239 6.905 -3.403  0.32
H48 -2.637 7.479 -1.818  0.34
H49 -4.412 6.753 -5.041  0.23
H50 -5.816 7.373 -4.072  0.34
C23 4.213 -2.771 -4.066  -0.56
C24 4.298 -1.855 -5.277  -0.61
C25 2.855 -1.456 -5.405  -0.40
O8 2.319 -1.337 -4.072  -0.23
C26 3.248 -1.900 -3.164  0.39
H51 5.089 -2.970 -3.422  0.39
H52 3.710 -3.702 -4.369  0.25
H53 4.606 -2.302 -6.272  0.34
H54 4.991 -1.041 -5.109  0.26
H55 2.260 -2.180 -6.007  0.29
H56 2.619 -0.520 -5.921  0.22
H57 2.704 -2.551 -2.449  -0.21
H58 3.701 -1.039 -2.505  -0.05
C27 -4.482 0.460 4.311  -0.66
C28 -3.642 1.667 3.904  -0.46
C29 -3.188 1.360 2.529  -0.14
O9 -2.971 -0.055 2.542  -0.20
C30 -4.028 -0.643 3.307  -0.47
H59 -5.528 0.573 4.322  0.34
H60 -4.170 0.130 5.308  0.27
H61 -2.853 1.765 4.613  0.24
H62 -4.261 2.572 4.073  0.31
H63 -2.184 1.859 2.299  -0.10
H64 -3.855 1.682 1.777  0.34
H65 -3.533 -1.540 3.700  0.22
H66 -4.818 -0.946 2.632  0.31
C31 4.443 -2.050 0.880  -0.53
C32 3.404 -0.956 0.772  0.93
C33 2.556 -1.201 2.019  0.06
O10 3.468 -1.754 2.967  -0.47
C34 4.708 -2.043 2.389  -0.55
H67 5.347 -1.785 0.256  0.38
H68 4.152 -3.078 0.618  0.13
H69 2.809 -1.052 -0.123  -0.56
H70 3.930 0.023 0.861  0.18
H71 1.716 -1.874 1.930  -0.26
H72 2.159 -0.231 2.395  0.17
H73 5.057 -3.031 2.797  0.28
H74 5.461 -1.208 2.636  0.24

2S+1: 1
Relative energy (zero: lowest compared OMol25 entry of this formula, charge and spin) (kcal/mol): 145.82
Charge: 0
Kohn-Sham gap (eV): 9.474
Electronic energy (hartree): -2420.6464
HOMO level (eV): -9.01

***

No. 2
This record from the Open Molecules 2025 dataset describes 10 unconnected molecules or ions with the total composition C34H74O17S3. The level of theory is ωB97M-V/def2-TZVPD.

Last column: Mulliken charge in e.
Positions of all 128 atoms, in Å:
C1 0.359 -4.711 5.644  -0.66
S1 1.643 -5.610 4.693  0.40
O1 2.612 -6.162 5.743  -0.64
C2 2.522 -4.216 3.912  -0.43
H1 0.884 -3.851 6.058  0.27
H2 0.014 -5.396 6.419  0.39
H3 -0.445 -4.307 5.028  0.05
H4 1.883 -3.749 3.163  -0.37
H5 3.358 -4.627 3.346  0.42
H6 2.987 -3.575 4.661  0.49
C3 1.435 -4.365 -1.417  -0.75
S2 1.974 -5.152 0.181  0.21
O2 2.680 -4.092 0.923  -0.45
C4 0.322 -5.026 0.974  -0.07
H7 0.896 -3.423 -1.324  -0.04
H8 0.842 -5.017 -2.060  0.43
H9 2.293 -4.157 -2.056  0.41
H10 0.501 -5.233 2.029  0.03
H11 -0.437 -5.707 0.588  0.62
H12 -0.024 -4.002 0.833  -0.45
C5 -0.651 0.896 -0.348  -1.39
S3 -0.652 -0.737 0.506  0.93
O3 -0.836 -1.744 -0.589  -0.43
C6 1.142 -0.699 1.108  -1.03
H13 -1.624 1.051 -0.815  0.25
H14 0.061 1.006 -1.166  0.21
H15 -0.604 1.707 0.378  0.34
H16 1.470 -0.003 1.879  0.54
H17 1.833 -0.611 0.269  0.54
H18 1.359 -1.652 1.591  -0.24
O4 -2.849 4.938 -3.604  -0.59
C7 -3.340 4.395 -2.622  0.73
O5 -2.665 3.993 -1.470  -0.09
C8 -1.206 4.209 -1.267  0.99
C9 -0.738 5.706 -1.266  -1.61
C10 -4.821 4.011 -2.484  -0.99
H19 -0.618 3.582 -1.937  -0.61
H20 -0.836 3.862 -0.302  0.19
H21 -0.869 6.339 -2.144  0.36
H22 0.334 5.776 -1.080  0.41
H23 -1.251 6.207 -0.445  0.46
H24 -4.855 2.988 -2.860  0.13
H25 -5.386 4.610 -3.198  0.42
H26 -5.206 4.223 -1.487  0.26
O6 2.002 5.089 -2.804  -0.46
C11 3.205 4.869 -2.916  0.81
O7 3.832 3.847 -2.268  -0.30
C12 3.157 3.243 -1.227  0.76
C13 4.166 2.402 -0.526  -1.79
C14 4.176 5.797 -3.592  -1.28
H27 2.246 2.695 -1.466  -0.18
H28 2.875 3.962 -0.458  0.29
H29 4.728 1.847 -1.277  0.42
H30 3.818 1.754 0.278  0.33
H31 5.053 2.892 -0.125  0.44
H32 4.816 6.225 -2.820  0.33
H33 3.686 6.570 -4.184  0.35
H34 4.671 5.208 -4.364  0.33
O8 -1.992 1.830 2.316  -0.61
C15 -3.018 2.514 2.355  0.95
O9 -4.251 2.175 1.930  -0.36
C16 -4.618 0.924 1.466  0.23
C17 -5.223 0.879 0.088  -0.97
C18 -2.918 3.950 2.810  -1.24
H35 -5.347 0.489 2.150  0.35
H36 -3.777 0.231 1.453  -0.14
H37 -5.905 1.713 -0.078  0.33
H38 -5.691 -0.082 -0.125  0.44
H39 -4.410 1.088 -0.607  -0.01
H40 -3.059 4.083 3.883  0.30
H41 -3.646 4.516 2.230  0.39
H42 -1.963 4.401 2.541  0.31
O10 2.147 1.523 -5.177  -0.66
C19 1.440 1.364 -4.149  0.56
O11 0.384 2.128 -3.843  0.17
C20 -0.114 3.188 -4.669  0.17
C21 -0.717 2.764 -6.042  -1.15
C22 1.705 0.185 -3.246  -0.71
H43 0.740 3.848 -4.825  0.13
H44 -0.843 3.730 -4.068  0.10
H45 0.102 2.574 -6.735  0.41
H46 -1.224 3.648 -6.431  0.51
H47 -1.481 1.993 -5.935  -0.12
H48 2.492 0.433 -2.535  0.03
H49 2.042 -0.562 -3.965  0.43
H50 0.788 -0.259 -2.860  0.13
O12 5.566 -0.686 4.432  -0.59
C23 5.242 -1.609 3.702  0.27
O13 5.945 -2.794 3.449  -0.24
C24 7.150 -3.080 4.047  -0.35
C25 6.867 -3.627 5.490  -1.02
C26 3.973 -1.554 2.925  -0.02
H51 7.837 -2.236 3.991  0.33
H52 7.621 -3.753 3.331  0.33
H53 6.332 -4.551 5.269  0.27
H54 6.344 -2.883 6.091  0.29
H55 7.813 -3.941 5.929  0.40
H56 3.752 -2.466 2.370  0.21
H57 3.917 -0.827 2.115  0.06
H58 3.121 -1.467 3.600  0.14
O14 -1.714 -1.124 -4.390  -0.57
C27 -2.825 -0.907 -4.818  0.89
O15 -3.950 -0.874 -4.130  -0.40
C28 -3.985 -1.333 -2.793  0.72
C29 -3.806 -2.838 -2.562  -1.29
C30 -3.021 -0.581 -6.272  -1.09
H59 -4.843 -0.915 -2.266  0.26
H60 -3.188 -0.846 -2.231  -0.36
H61 -2.874 -3.252 -2.948  0.31
H62 -4.625 -3.388 -3.025  0.40
H63 -3.857 -3.105 -1.507  0.27
H64 -4.012 -0.892 -6.603  0.37
H65 -2.358 -1.175 -6.901  0.32
H66 -2.859 0.487 -6.417  0.16
O16 -4.433 -2.141 2.864  -0.64
C31 -3.261 -2.604 2.702  0.61
O17 -2.118 -2.021 3.023  0.28
C32 -2.141 -0.871 3.896  -0.18
C33 -0.744 -0.440 4.209  -0.59
C34 -3.012 -3.944 2.110  -0.78
H67 -2.543 -1.292 4.818  0.46
H68 -2.867 -0.122 3.580  -0.01
H69 -0.685 0.203 5.088  0.49
H70 -0.454 0.205 3.380  -0.10
H71 0.021 -1.210 4.313  0.07
H72 -2.269 -3.904 1.314  -0.06
H73 -3.956 -4.367 1.766  0.38
H74 -2.664 -4.616 2.895  0.27

2S+1: 1
Relative energy (zero: lowest compared OMol25 entry of this formula, charge and spin) (kcal/mol): 40.12
Charge: 0
Kohn-Sham gap (eV): 9.219
Electronic energy (hartree): -3813.4055
HOMO level (eV): -8.82

***

No. 3
This record from the Open Molecules 2025 dataset describes a molecular structure, C34H77N3O20Rb. The level of theory is ωB97M-V/def2-TZVPD.

Last column: Mulliken charge in e.
Positions of all 135 atoms, in Å:
Rb1 1.021 3.407 -1.917  0.55
C1 1.629 0.589 -0.460  0.95
C2 1.413 -0.640 -1.231  0.02
C3 0.325 -1.711 -0.729  1.88
O1 0.120 -2.758 -1.348  -0.43
C4 -0.394 -1.367 0.480  -0.28
C5 -0.344 -0.114 1.018  -1.15
C6 0.711 0.918 0.549  -0.04
O2 0.860 2.080 1.048  -0.56
O3 -1.233 0.119 1.949  -0.88
O4 2.195 -0.937 -2.163  -0.16
H1 2.468 1.236 -0.671  0.05
H2 -1.133 -2.061 0.851  0.70
C7 -2.171 0.324 -2.589  -0.16
O5 -3.337 -0.456 -2.441  -0.38
C8 -4.404 0.220 -1.729  -0.71
C9 -4.271 0.078 -0.207  0.56
N1 -4.413 -1.350 0.243  0.15
C10 -5.837 -1.832 0.349  -0.75
C11 -6.800 -0.969 1.241  -0.64
O6 -6.181 -0.988 2.597  -0.22
C12 -7.183 -0.845 3.659  -0.92
H3 -1.532 -0.359 -3.148  0.04
H4 -1.721 0.632 -1.646  0.00
H5 -2.351 1.197 -3.216  0.34
H6 -5.326 -0.274 -2.036  0.38
H7 -4.503 1.255 -2.056  0.33
H8 -4.915 0.698 0.417  0.00
H9 -3.240 0.358 0.011  -0.71
H10 -3.867 -1.934 -0.374  0.14
H11 -5.806 -2.871 0.677  0.43
H12 -6.211 -1.843 -0.675  0.43
H13 -7.798 -1.400 1.320  0.55
H14 -6.861 0.065 0.900  0.27
H15 -6.675 -0.957 4.616  0.27
H16 -7.929 -1.638 3.603  0.37
H17 -7.747 0.086 3.726  0.32
C13 -0.480 -5.911 0.735  -0.41
O7 0.246 -5.950 1.949  -0.42
C14 1.609 -5.712 1.940  -1.10
C15 2.122 -4.493 1.160  0.41
N2 3.562 -4.270 1.578  -0.52
C16 4.116 -3.310 0.607  0.19
C17 5.207 -2.432 1.249  -0.81
O8 4.707 -1.761 2.342  -0.50
C18 3.913 -0.626 2.147  -0.06
H18 -0.061 -6.567 -0.028  0.34
H19 -0.636 -4.872 0.443  0.04
H20 -1.488 -6.275 0.930  0.34
H21 2.095 -6.567 1.470  0.45
H22 2.081 -5.716 2.922  0.34
H23 1.588 -3.624 1.544  0.21
H24 1.926 -4.587 0.092  0.05
H25 3.586 -3.788 2.465  0.41
H26 3.406 -2.616 0.157  -0.40
H27 4.528 -3.925 -0.193  0.47
H28 5.827 -1.779 0.634  0.36
H29 5.892 -3.136 1.721  0.30
H30 3.883 -0.076 3.088  0.09
H31 2.912 -1.006 1.942  0.05
H32 4.283 0.108 1.431  0.23
C19 -2.494 4.695 -2.098  -0.67
O9 -1.447 4.684 -1.218  0.18
C20 -1.328 5.842 -0.384  -1.06
C21 -0.137 5.704 0.574  -0.37
N3 1.090 5.920 -0.115  -0.05
C22 2.273 5.732 0.767  0.22
C23 3.606 5.604 0.010  -0.98
O10 3.577 4.441 -0.793  -0.29
C24 4.095 3.305 -0.151  0.11
H33 -2.675 3.695 -2.492  -0.01
H34 -2.123 5.416 -2.826  0.34
H35 -3.369 5.016 -1.532  0.27
H36 -2.294 6.100 0.050  0.55
H37 -1.213 6.736 -0.998  0.48
H38 -0.199 4.716 1.030  0.03
H39 -0.223 6.436 1.376  0.34
H40 0.988 6.814 -0.575  0.22
H41 2.129 4.834 1.368  -0.15
H42 2.247 6.578 1.454  0.48
H43 4.550 5.815 0.513  0.38
H44 3.639 6.348 -0.786  0.31
H45 4.149 2.574 -0.957  -0.05
H46 3.499 2.920 0.676  -0.02
H47 5.098 3.427 0.260  0.48
C25 -3.773 2.226 3.206  0.38
C26 -3.023 3.437 2.584  -0.53
O11 -2.258 4.073 3.546  -0.63
O12 -2.854 1.365 3.894  -0.56
H48 -4.290 1.711 2.396  -0.33
H49 -4.473 2.558 3.972  0.35
H50 -3.740 4.094 2.093  0.48
H51 -2.315 3.137 1.811  0.04
H52 -1.583 3.410 3.713  0.57
H53 -2.126 1.161 3.302  0.45
C27 1.317 2.127 4.689  -0.59
C28 2.517 2.969 4.307  -0.44
O13 3.135 2.675 3.098  -0.51
O14 0.164 2.649 4.018  -0.52
H54 1.100 2.086 5.757  0.46
H55 1.445 1.048 4.604  0.20
H56 3.309 2.836 5.044  0.38
H57 2.329 4.040 4.380  0.29
H58 2.430 2.593 2.452  -0.10
H59 0.180 2.381 3.096  0.18
C29 -2.731 -4.095 -1.996  -0.54
C30 -2.470 -3.479 -3.370  0.06
O15 -3.628 -2.772 -3.617  -0.71
O16 -2.598 -3.242 -0.883  -0.63
H60 -2.016 -4.915 -1.919  0.30
H61 -3.724 -4.543 -2.027  0.46
H62 -2.370 -4.308 -4.071  0.54
H63 -1.593 -2.833 -3.387  -0.28
H64 -3.607 -1.944 -3.132  0.50
H65 -1.695 -2.916 -0.906  -0.49
C31 4.722 -0.014 -3.948  -0.65
C32 5.322 -0.520 -2.600  -0.17
O17 4.784 -1.775 -2.259  -0.59
O18 3.456 0.598 -3.735  -0.71
H66 4.585 -0.857 -4.625  0.13
H67 5.397 0.690 -4.436  0.42
H68 5.301 0.229 -1.809  -0.02
H69 6.362 -0.746 -2.835  0.50
H70 3.843 -1.604 -2.173  0.02
H71 2.932 0.067 -3.131  0.63
C33 1.765 -4.259 -4.036  -0.45
C34 1.986 -2.926 -4.939  -0.12
O19 1.069 -1.899 -4.502  -0.58
O20 2.122 -4.122 -2.654  -0.59
H72 2.310 -5.072 -4.515  0.44
H73 0.701 -4.498 -4.037  0.15
H74 1.820 -3.241 -5.969  0.43
H75 2.985 -2.504 -4.825  -0.15
H76 1.211 -1.840 -3.554  0.09
H77 1.442 -3.651 -2.167  -0.08

2S+1: 1
Charge: -1
Kohn-Sham gap (eV): 6.256
Electronic energy (hartree): -3034.6535
HOMO level (eV): -5.25

***

In eV, the LUMO energy values for the records above are, in order, 0.5 0.4 1.0.